a | Molecular formula: C5H11NOS
Method: DFT, ωB97M-V/def2-TZVPD

Properties
2S+1 = 1
HOMO-LUMO gap = 8.8 eV
SMILES string = CO/C=C(\CN)SC

CARTESIAN COORDINATES (ANGSTROEM)
S (-1.7069, -0.9608, -0.8450)
O (2.0037, -0.0921, 0.0975)
N (-0.6906, 2.2747, -0.6361)
C (-2.8936, -0.8867, 0.6124)
C (-0.3042, -0.1414, -0.1829)
C (-0.4812, 1.2623, 0.3909)
C (0.8756, -0.7471, -0.3209)
C (3.2543, -0.7409, -0.1388)
H (0.4826, 1.5267, 0.9189)
H (-2.3250, -1.3304, 1.4766)
H (3.3602, -0.8253, -1.2484)
H (-1.4633, 2.0044, -1.1997)
H (4.0042, -0.0855, 0.4068)
H (3.2359, -1.7626, 0.3272)
H (0.9627, -1.7347, -0.7193)
H (-1.3640, 1.3516, 1.0896)
H (-3.2726, 0.1418, 0.8314)
H (-3.7629, -1.5299, 0.4052)
H (0.0852, 2.2759, -1.2654)

***

b | Molecular formula: C5H11NOS
Method: DFT, ωB97M-V/def2-TZVPD

Properties
2S+1 = 1
HOMO-LUMO gap = 8.8 eV
SMILES string = CCC(=S)N(C)OC

CARTESIAN COORDINATES (ANGSTROEM)
S (-0.1888, 1.8962, -0.2412)
O (1.8285, -0.1292, -0.3779)
N (0.5392, -0.6301, -0.1934)
C (-1.8575, -0.2490, -0.3941)
C (2.4002, 0.0710, 0.9255)
C (-0.4324, 0.2656, -0.3101)
C (0.4045, -2.0678, -0.5070)
C (-2.4929, -0.5686, 0.9783)
H (1.8105, 0.7847, 1.5090)
H (0.5591, -2.2422, -1.5742)
H (2.4312, -0.8959, 1.4679)
H (-0.6101, -2.4392, -0.1603)
H (3.4543, 0.3726, 0.8211)
H (-2.0056, -1.4705, 1.3490)
H (-3.5890, -0.6678, 0.9167)
H (-1.9696, -1.1471, -1.0492)
H (-2.2673, 0.2719, 1.6558)
H (-2.4687, 0.5200, -0.8785)
H (1.1409, -2.6886, 0.0236)

***

Of them, the most stable is a and the least stable is b.

***

a | Molecular formula: C5H11NOS
Method: DFT, ωB97M-V/def2-TZVPD

Properties
2S+1 = 1
HOMO-LUMO gap (spin up / spin down) = 7.9 / 8.1 eV

CARTESIAN COORDINATES (ANGSTROEM)
S (2.4180, -0.2676, -0.4879)
O (2.6179, -1.0260, 0.7347)
N (3.2617, 1.1191, 0.0706)
C (0.0097, 0.7433, -0.3127)
C (-0.6721, -1.6700, -0.0679)
C (-2.4469, 0.1113, -0.5547)
C (-0.5250, 0.7660, 1.0575)
C (-1.0767, -0.1980, 0.0414)
H (-1.0442, -2.1588, -1.0875)
H (-1.1736, -2.2254, 0.6941)
H (-2.3869, 0.6126, -1.6227)
H (3.8934, 0.7846, 0.7814)
H (0.2989, -1.9170, -0.1504)
H (-2.9989, -0.7966, -0.5413)
H (-1.0855, 1.5602, 1.2489)
H (-0.0253, 1.6233, -1.0830)
H (0.1825, 0.3571, 1.7661)
H (-2.9519, 0.8753, 0.1349)
H (3.7050, 1.7065, -0.6214)

***

b | Molecular formula: C5H11NOS
Method: DFT, ωB97M-V/def2-TZVPD

Properties
2S+1 = 1
HOMO-LUMO gap = 9.9 eV
SMILES string = CNC(=O)CCCS

CARTESIAN COORDINATES (ANGSTROEM)
S (-3.1567, 0.3501, -0.9469)
O (1.8788, -1.8642, 0.5224)
N (2.8791, 0.0586, -0.0690)
C (-0.9172, -0.2899, -0.0197)
C (1.7158, -0.6516, 0.2479)
C (-2.2450, 0.1128, 0.5221)
C (0.3021, 0.0845, 0.7520)
C (3.1516, 1.4226, 0.0668)
H (-2.1148, 0.9713, 1.1228)
H (-2.7328, -0.7109, 1.0612)
H (-0.8058, -1.3565, -0.1407)
H (-0.8287, -0.1133, -1.1356)
H (2.3583, 2.0020, 0.4911)
H (3.4559, -0.4622, -0.7128)
H (0.6062, 1.1765, 0.6919)
H (0.2039, -0.3081, 1.7878)
H (-4.4008, 0.4202, -0.7490)
H (3.3108, 1.8299, -0.9917)
H (4.2273, 1.3827, 0.6151)

***

Of them, the most stable is b and the least stable is a.

***

a | Molecular formula: C40H50F30O20
Method: DFT, ωB97M-V/def2-TZVPD

Properties
2S+1 = 1
HOMO-LUMO gap = 11.5 eV
SMILES string = CCOC(=O)C(F)(F)F.CCOC(=O)C(F)(F)F.CCOC(=O)C(F)(F)F.CCOC(=O)C(F)(F)F.CCOC(=O)C(F)(F)F.CCOC(=O)C(F)(F)F.CCOC(=O)C(F)(F)F.CCOC(=O)C(F)(F)F.CCOC(=O)C(F)(F)F.CCOC(=O)C(F)(F)F

CARTESIAN COORDINATES (ANGSTROEM)
F (-5.9091, -2.7852, 2.7240)
F (-0.5451, 1.2126, -6.3426)
F (0.6620, -0.9712, 3.5785)
F (0.2309, 1.0179, 1.6794)
F (-3.6056, 3.1985, -0.7481)
F (4.9066, -0.4003, 3.4968)
F (2.2258, 0.8643, 0.8788)
F (-1.1904, -4.7564, -3.7659)
F (1.8108, 7.0314, 1.4340)
F (6.5548, 0.7311, 4.3517)
F (-4.8159, -1.5589, 4.1279)
F (9.5550, 3.3217, -1.9845)
F (8.9007, 3.9628, -0.0170)
F (-0.2673, -4.6072, -5.7104)
F (-4.0841, -1.8126, 2.0880)
F (-6.6479, -5.4829, 0.5266)
F (-3.2805, 1.7496, -2.3198)
F (4.7503, 0.4239, 5.4903)
F (-6.4813, -4.8029, -1.5240)
F (-5.3863, -3.7899, 0.0413)
F (0.8418, 2.3322, 0.0955)
F (2.2397, 5.5033, 2.8962)
F (-4.9039, 1.4646, -0.9233)
F (-1.2871, 0.6304, -4.3937)
F (-1.3842, -1.4391, 3.0751)
F (-0.9409, -2.8173, -4.6797)
F (-0.2801, -2.7372, 4.4141)
F (0.6346, -0.0794, -5.0641)
F (2.0043, 4.9501, 0.8176)
F (7.9401, 4.7456, -1.7866)
O (-3.2986, -3.5735, 4.6834)
O (-4.8350, -7.0872, -0.9749)
O (5.3642, 2.9814, 3.8609)
O (6.2763, 2.8376, -1.4873)
O (1.0947, -3.8468, -2.6359)
O (-4.7131, 3.8020, -3.4780)
O (-0.1493, 2.6992, -3.4721)
O (-6.3656, 3.2561, -2.0596)
O (1.2630, -0.0787, -1.4699)
O (1.5187, 2.6393, -4.9829)
O (1.3945, -2.4257, 1.6344)
O (-3.9443, -4.6534, 2.8292)
O (-0.4032, -3.7547, 1.7402)
O (7.8901, 1.3487, -1.0276)
O (-0.5863, -0.5526, -0.2690)
O (-0.2164, 4.6235, 2.8192)
O (3.5007, 1.9073, 3.2144)
O (1.9730, -3.8528, -4.7050)
O (-3.4742, -5.4024, -0.4168)
O (-0.7708, 6.2664, 1.3928)
C (-1.5644, 4.4981, 3.3087)
C (-7.2694, 4.1136, -2.7499)
C (-4.2166, 2.3704, -1.6206)
C (1.5541, 5.7731, 1.7770)
C (2.0041, -3.2149, 0.5891)
C (-0.1986, 0.9691, -5.0730)
C (-2.6326, -4.7314, 6.6802)
C (0.2521, -2.8414, 2.1277)
C (0.9616, 1.0753, 0.5538)
C (0.4892, 3.7782, -2.7424)
C (-4.6456, -5.9567, -0.6396)
C (-2.3440, -2.1152, -0.5932)
C (0.5054, 2.2206, -4.5060)
C (-1.7854, -6.8777, 0.5277)
C (-4.6886, -2.4192, 3.1037)
C (-5.1300, 3.2196, -2.5216)
C (7.5108, 2.4639, -1.2155)
C (-3.9215, -3.6876, 3.5324)
C (-2.2971, -6.1280, -0.6894)
C (-2.6037, -4.7162, 5.1660)
C (-1.0272, -1.6102, -1.1486)
C (5.2258, 0.6415, 4.2537)
C (3.2564, -2.5757, 0.0477)
C (4.8685, 4.2478, 3.3873)
C (-0.5863, 4.3562, -1.8347)
C (0.9974, -3.8875, -3.8286)
C (5.1352, 4.4042, 1.9026)
C (3.2941, -3.6979, -4.1747)
C (-0.3772, -4.0100, -4.5236)
C (3.5959, -2.2725, -3.7896)
C (4.5932, 1.9306, 3.6851)
C (-2.3455, 3.5593, 2.4072)
C (0.0306, 5.5947, 1.9673)
C (-5.8101, -4.9808, -0.3678)
C (0.5328, 0.0626, -0.5267)
C (3.9874, 2.3633, -1.9269)
C (8.4929, 3.6536, -1.2520)
C (-0.1732, -1.9631, 3.3217)
C (-8.4928, 4.3476, -1.8882)
C (5.2704, 1.8373, -1.3296)
H (4.5758, -2.1562, -3.3195)
H (-1.5847, -4.7905, 4.7844)
H (3.5414, -3.1910, -0.8084)
H (-2.5812, -7.5230, 0.9129)
H (-1.3290, 4.7342, -2.5353)
H (-0.2668, -2.3886, -1.1892)
H (-0.1609, 5.1075, -1.1754)
H (4.1523, 2.6896, -2.9547)
H (-9.0562, 3.4398, -1.6838)
H (3.2165, 1.5956, -2.0058)
H (1.2872, -3.2637, -0.2318)
H (-2.1222, -3.8543, 7.0784)
H (3.3614, -4.3395, -3.2913)
H (-3.0640, -5.6443, 4.8134)
H (-2.0393, 5.4732, 3.3711)
H (4.0630, -4.0615, -4.8512)
H (3.8006, 4.3117, 3.6023)
H (-3.6616, -4.6946, 7.0456)
H (1.2852, 3.3092, -2.1648)
H (6.2036, 4.2609, 1.7274)
H (5.1437, 1.5783, -0.2740)
H (5.5721, 0.8867, -1.7765)
H (-8.2128, 4.7622, -0.9174)
H (3.6397, 3.1839, -1.2983)
H (4.8477, 5.4035, 1.5821)
H (0.8637, 4.5207, -3.4418)
H (-1.1716, -1.2738, -2.1740)
H (2.1568, -4.2261, 0.9634)
H (-2.4231, -6.8137, -1.5329)
H (-7.5794, 3.6448, -3.6885)
H (-1.4953, -5.4767, -1.0496)
H (-1.5902, -6.1854, 1.3489)
H (-1.8381, 2.6130, 2.2469)
H (5.3569, 5.0240, 3.9693)
H (-2.2241, -5.6665, 7.0576)
H (-2.5717, 4.0361, 1.4518)
H (-3.1209, -1.4070, -0.8769)
H (-3.3386, 3.4010, 2.8384)
H (3.6580, -1.6190, -4.6626)
H (4.5924, 3.6496, 1.3353)
H (2.8621, -1.8657, -3.0932)
H (-9.1058, 5.0876, -2.4024)
H (-2.2861, -2.2146, 0.4859)
H (-2.5689, -3.0785, -1.0484)
H (4.0608, -2.6107, 0.7841)
H (-0.9590, 3.5288, -1.2350)
H (3.1255, -1.5552, -0.3036)
H (-1.4950, 4.0376, 4.2904)
H (-0.9044, -7.4711, 0.3006)
H (-6.8294, 5.0634, -3.0521)

***

b | Molecular formula: C40H50F30O20
Method: DFT, ωB97M-V/def2-TZVPD

Properties
2S+1 = 1
HOMO-LUMO gap = 11.3 eV
SMILES string = CCOC(=O)C(F)(F)F.CCOC(=O)C(F)(F)F.CCOC(=O)C(F)(F)F.CCOC(=O)C(F)(F)F.CCOC(=O)C(F)(F)F.CCOC(=O)C(F)(F)F.CCOC(=O)C(F)(F)F.CCOC(=O)C(F)(F)F.CCOC(=O)C(F)(F)F.CCOC(=O)C(F)(F)F

CARTESIAN COORDINATES (ANGSTROEM)
F (-6.6470, -0.6624, -3.0689)
F (-7.6825, 3.7684, 3.3314)
F (-6.3463, -2.6386, -3.8931)
F (-1.9569, -0.1590, 5.4879)
F (-3.1318, 0.0782, -1.2420)
F (9.0964, -5.4392, 6.2746)
F (-1.6057, 5.6783, 1.9853)
F (-2.3622, 3.7689, 1.3272)
F (1.6638, -3.5506, -1.7833)
F (6.4080, -2.4910, 1.1514)
F (6.6812, 1.6754, 2.0994)
F (-4.7200, 2.1840, -2.5833)
F (-1.3860, 0.3713, 3.4361)
F (5.5563, -4.4963, 1.0408)
F (1.5891, -1.4019, -2.0759)
F (-1.8588, 1.9078, 4.8814)
F (-8.2356, 2.2463, 1.8986)
F (7.8240, -4.3235, 7.6053)
F (-2.3627, 1.3933, 0.2984)
F (-5.9154, 1.5804, -0.8866)
F (7.6538, -0.0513, 1.2389)
F (-7.0538, 3.9582, 1.2726)
F (2.3317, -2.6829, -3.6601)
F (-5.1159, 3.5861, -0.9716)
F (4.5743, -2.8437, 0.0671)
F (6.0742, -0.2962, 2.7157)
F (7.2010, -6.2818, 6.8784)
F (-3.6932, 5.4761, 1.3956)
F (-4.7806, -1.7212, -2.7190)
F (-1.1605, 0.9506, -1.4503)
O (6.5534, -3.3638, 5.6343)
O (-3.8590, -0.6357, -4.7738)
O (-2.1578, -1.5451, 0.7452)
O (-5.9113, 1.1267, 2.1492)
O (7.7723, -4.1100, -0.6434)
O (6.1128, -3.4218, -1.9958)
O (7.0710, -5.0627, 4.2620)
O (-5.0484, 2.9692, 3.1208)
O (-0.1314, -0.7250, 0.2244)
O (5.8732, 0.1206, -0.6165)
O (-0.3781, -1.8109, -4.0486)
O (-1.7579, 6.6889, -0.4572)
O (1.0106, 0.2423, 4.3315)
O (4.2742, 0.7377, 0.8373)
O (-5.8228, -0.5878, -5.8497)
O (-7.2711, 4.2791, -2.0278)
O (-2.1385, 4.6195, -1.2161)
O (-7.5911, 2.3378, -3.0894)
O (0.4581, 1.2039, 6.2900)
O (-0.7464, -3.5255, -2.6473)
C (-2.0915, 5.4185, -0.3235)
C (6.5726, -3.6449, -0.9131)
C (5.3988, 0.4352, 0.5736)
C (-2.4463, 5.0800, 1.1358)
C (4.9029, 0.0477, -1.6950)
C (8.6701, -4.3026, -1.7292)
C (-5.6299, 2.5992, -1.7084)
C (-2.6231, 7.4464, -2.5798)
C (-7.2641, 3.0815, 2.2537)
C (-4.6033, -0.2978, 3.5913)
C (1.4421, -2.5929, -2.6722)
C (-1.2895, 0.7066, 4.7243)
C (-2.8111, -1.5024, -6.7881)
C (-1.3813, 7.1310, -1.7656)
C (2.9193, 1.7168, 4.2580)
C (0.1824, 0.7866, 5.2057)
C (-3.1576, -0.2637, -5.9705)
C (-6.9317, 3.0584, -2.3992)
C (4.6906, -2.9426, 4.0734)
C (-2.7756, -4.8413, -2.6041)
C (7.1152, -4.5317, 5.3283)
C (6.4891, 0.4231, 1.6588)
C (6.0743, -2.5703, 4.5360)
C (-5.9389, 2.3667, 2.6043)
C (-2.0376, 0.4376, -0.5870)
C (-2.1476, -3.5239, -3.0205)
C (-1.4496, -0.7420, 0.2036)
C (5.7675, -3.3593, 0.3651)
C (0.5317, -1.7615, 0.9869)
C (-9.6198, 4.8041, -1.8579)
C (1.8756, -1.1881, 1.3453)
C (0.0009, -2.6069, -3.2409)
C (-4.6776, 0.4148, 2.2507)
C (9.3496, -3.0061, -2.1497)
C (2.4181, 0.3244, 4.6026)
C (5.6955, -0.2546, -2.9386)
C (-5.1652, -0.8665, -4.8907)
C (7.8272, -5.1428, 6.5611)
C (-8.3579, 4.9338, -2.6902)
C (-5.7478, -1.4704, -3.6052)
H (-3.1019, 8.3684, -2.2389)
H (2.5766, 0.0940, 5.6571)
H (-4.7422, 0.3467, 4.4581)
H (0.5959, -2.6429, 0.3510)
H (-3.3896, 6.6749, -2.5515)
H (-2.3752, 7.6539, -3.6236)
H (-3.6938, -1.8442, -7.3350)
H (4.1896, -0.7405, -1.4631)
H (10.0526, -2.6624, -1.3906)
H (6.2704, -1.1774, -2.8839)
H (-5.3813, -1.0634, 3.6587)
H (8.2114, -4.7285, -2.6247)
H (-2.2321, 0.1823, -5.6113)
H (-3.7155, 0.4757, -6.5385)
H (9.8651, -3.1473, -3.0964)
H (-2.1575, -3.4845, -4.1093)
H (2.5552, 1.9962, 3.2672)
H (-9.9450, 3.7606, -1.8580)
H (-0.0456, -1.9804, 1.8833)
H (2.5665, 2.4342, 4.9974)
H (-9.4556, 5.0993, -0.8233)
H (-2.0263, -1.2468, -7.4973)
H (-3.8019, 1.0487, 2.1221)
H (-10.4573, 5.3632, -2.2744)
H (-8.0458, 5.9752, -2.7508)
H (9.3850, -5.0539, -1.3988)
H (-0.7566, 6.3813, -2.2478)
H (4.0051, 1.7870, 4.1925)
H (2.9300, -0.4241, 4.0049)
H (-2.1831, -5.6877, -2.9405)
H (6.4049, 0.5414, -3.1804)
H (4.4129, 1.0151, -1.7914)
H (8.5861, -2.2348, -2.2599)
H (-8.4922, 4.5330, -3.6935)
H (5.0772, -0.3315, -3.8360)
H (3.9432, -2.8917, 4.8651)
H (-2.5169, -2.3363, -6.1554)
H (-2.6140, -2.6588, -2.5620)
H (6.0770, -1.5717, 4.9790)
H (4.7295, -3.9659, 3.6932)
H (-3.6671, -0.8430, 3.6996)
H (-3.0280, -4.8415, -1.5455)
H (-0.7852, 8.0332, -1.6585)
H (1.7300, -0.1929, 1.7657)
H (-4.6395, -0.2891, 1.4215)
H (2.5685, -1.1362, 0.5099)
H (2.3711, -1.7565, 2.1366)
H (6.8062, -2.5372, 3.7322)
H (4.3463, -2.3026, 3.2613)
H (-3.7340, -4.9117, -3.1265)

***

Of them, the most stable is a and the least stable is b.